Molecular formula: C7H10NOS
Method: DFT, the ωB97M-V functional and the def2-TZVPD basis

The geometry in XYZ format:
```
20
Properties=species:S:1:pos:R:3:forces:R:3
C -3.5178 0.5989 0.3270 -0.9 -2.4 -1.5
C -2.1348 0.0389 0.2369 0.6 1.4 0.2
C -1.6579 -1.2090 0.1520 0.6 -1.7 1.0
C -0.2488 -1.4034 0.0365 -0.9 -0.1 -1.2
C 0.3777 -0.2062 -0.0112 -0.3 2.2 -0.1
C 1.7904 0.1914 -0.0163 1.5 -0.4 0.0
N 2.1324 1.4707 -0.8588 -5.5 -1.1 0.9
C 2.7763 -0.8513 0.2183 4.0 1.0 -0.8
O 2.5297 0.1342 1.1649 -1.2 2.1 1.2
S -0.7868 1.1338 0.1483 0.4 -1.0 0.0
H -4.0957 0.0797 1.1492 0.4 0.4 -1.2
H -3.5679 1.6434 0.4952 0.2 1.0 0.1
H -3.9212 0.3818 -0.7553 0.0 0.4 2.3
H -2.1287 -2.1366 0.3997 -1.3 -0.1 -0.4
H 0.0235 -2.4405 -0.2433 0.7 1.0 0.7
H 1.6786 1.1356 -1.7849 1.5 1.5 1.2
H 3.0894 1.7935 -0.8197 0.3 0.0 -0.2
H 1.3823 2.1869 -0.3812 2.5 -1.5 -1.7
H 2.3701 -1.7312 0.5625 -0.5 -2.4 0.0
H 3.9092 -0.8107 -0.0198 -2.2 -0.4 -0.5
```
Forces are in eV/Å.

As for the electronic energy: -21784.267 eV. For the orbital gap, the calculation gives 9.116 eV. The molar mass is 156.23 g mol⁻¹. Its charge is +1. The calculation puts the largest force on an atom at 5.66 eV/A. The SMILES is Cc1ccc([C@]2([NH3+])CO2)s1.


Molecular formula: C7H10O
Method: DFT, the ωB97M-V functional and the def2-TZVPD basis

The geometry in XYZ format:
```
18
Properties=species:S:1:pos:R:3:forces:R:3
C 0.5156 -1.2382 0.8988 0.3 1.0 -0.1
C 0.8446 -0.7668 -0.5733 -0.9 -2.5 1.5
C 0.7483 0.7407 -0.7243 6.5 3.2 3.3
C -0.3922 1.1129 -1.4908 -6.2 0.1 -3.5
C -0.9761 0.4426 -0.1431 -9.4 1.6 1.7
C -0.0920 1.2800 0.5468 4.3 1.2 -0.4
C -0.6882 -0.9345 0.0301 4.7 -0.6 -0.8
H 0.2662 -2.6436 2.6519 1.0 -0.2 -5.9
H 0.9654 -0.4109 1.6385 -1.3 -2.8 -1.0
H 1.4313 -1.4836 -1.2029 -1.0 1.0 0.3
H 1.6613 1.3946 -0.6048 -0.1 -1.2 -1.5
H -0.5771 0.5141 -2.4305 0.2 0.6 0.9
H -0.9855 2.2388 -1.7185 2.7 -3.1 1.1
H -2.0282 0.5524 0.3776 0.5 0.2 -1.9
H -0.2416 2.2917 0.2921 -0.3 1.2 0.1
H 0.3965 1.2541 1.4882 -0.3 -0.6 1.1
H -1.3729 -1.6687 -0.2389 -0.8 -1.3 -0.3
O 0.5243 -2.6756 1.2031 0.0 2.2 5.5
```
Forces are in eV/Å.

As for the electronic energy: -9459.453 eV. For the orbital gap, the calculation gives 8.041 eV. The molar mass is 110.16 g mol⁻¹. The calculation puts the largest force on an atom at 9.69 eV/A.


Molecular formula: C7H10O
Method: DFT, the ωB97M-V functional and the def2-TZVPD basis

The geometry in XYZ format:
```
18
Properties=species:S:1:pos:R:3:forces:R:3
C -0.6627 -1.3040 -1.2780 0.2 1.2 -2.3
C 0.1371 -0.0716 -1.2976 -1.1 -1.9 -0.7
C -1.4976 -1.9730 -2.1311 -1.3 0.4 -0.6
C 1.5801 1.3129 0.0568 -1.9 0.2 3.5
C 0.6239 -0.7568 1.1714 -1.5 0.3 1.2
C -0.9442 1.0890 0.3086 1.8 2.2 1.8
C 0.3971 0.3345 0.1468 0.9 -0.6 -1.1
O -2.3567 -2.5117 -2.7239 2.6 1.2 1.4
H -0.7921 -1.6755 -0.3292 -0.7 -1.6 2.0
H 1.7305 1.9566 0.9544 -0.1 -0.8 0.0
H 2.4838 0.8699 -0.1779 1.6 -0.8 -1.0
H 1.1339 1.9605 -0.5821 0.0 2.3 -2.8
H 0.3930 -1.7840 0.9481 0.0 -0.3 -0.5
H -0.0273 -0.5266 2.0049 -0.4 -0.1 0.5
H 1.5563 -0.7698 1.6621 1.6 0.2 0.0
H -1.1134 1.7287 -0.5715 -0.3 -0.2 0.5
H -0.9324 1.6814 1.2895 0.5 -0.1 -1.4
H -1.7093 0.4396 0.5487 -1.8 -1.6 -0.4
```
Forces are in eV/Å.

As for the electronic energy: -9463.454 eV. For the orbital gap, the calculation gives 8.218 eV. The molar mass is 110.16 g mol⁻¹. The calculation puts the largest force on an atom at 4.02 eV/A.


Molecular formula: C7H10O
Method: DFT, the ωB97M-V functional and the def2-TZVPD basis

The geometry in XYZ format:
```
18
Properties=species:S:1:pos:R:3:forces:R:3
C 1.1281 0.7520 0.4880 -0.2 0.1 -0.4
C 1.2692 -0.4486 -0.5463 2.7 1.0 1.3
C 0.0167 -0.5241 -1.4848 2.1 -1.4 -0.1
C -1.0832 -0.3049 -0.4779 -2.1 1.0 -1.6
C -0.8301 -0.8167 0.8969 -0.6 -0.8 2.8
C -0.4432 0.6856 1.2707 -0.2 -1.4 -3.0
C -1.1581 1.0425 0.1256 1.3 0.5 0.1
H 1.8127 0.5499 1.3411 -0.6 0.2 -0.4
H 1.3137 1.7919 0.0481 -0.4 -1.4 0.6
H 2.2178 0.1419 -1.0019 -1.3 -1.6 -0.3
H 0.1857 -1.6045 -1.7983 -1.1 1.2 0.2
H -0.0889 0.1309 -2.3690 0.3 -0.1 0.5
H -2.0585 -0.4796 -0.9309 -0.3 -0.5 -0.1
H -1.8375 -1.0617 1.4045 1.9 0.0 -0.6
H 0.1047 -1.4517 0.9444 -1.1 -0.3 0.3
H -0.4853 1.2536 2.1117 0.2 1.2 2.7
H -1.6127 2.0031 -0.1055 -0.2 -0.1 -0.4
O 1.5490 -1.6595 0.0835 -0.3 2.3 -1.5
```
Forces are in eV/Å.

As for the electronic energy: -9461.755 eV. For the orbital gap, the calculation gives 5.442 eV. The molar mass is 110.16 g mol⁻¹. The calculation puts the largest force on an atom at 3.34 eV/A.


Molecular formula: C7H10O
Method: DFT, the ωB97M-V functional and the def2-TZVPD basis

The geometry in XYZ format:
```
18
Properties=species:S:1:pos:R:3:forces:R:3
C 1.9824 1.5036 -0.6097 0.1 -0.2 -0.5
C 1.0598 0.7321 -0.0577 -0.4 0.7 -0.1
C 0.0638 0.7026 1.0149 -1.7 -1.9 -3.9
C -1.4799 0.5737 0.7428 1.8 -0.1 -1.8
C -1.5762 -0.2723 -0.5625 -0.4 1.6 -0.6
C -0.3709 -1.2319 -0.6854 -0.3 -3.1 -1.0
C 0.8056 -0.6961 0.0602 -1.8 2.9 2.0
O 1.7993 -1.4594 0.5433 0.8 -1.0 0.4
H 2.6634 0.9492 -1.3041 -0.3 1.1 0.7
H 1.9995 2.6026 -0.4254 0.3 -1.1 -0.3
H 0.2025 1.1153 1.9273 1.4 0.8 2.9
H -2.1372 1.5009 0.7627 1.1 -1.0 -0.3
H -1.8166 -0.0993 1.4691 -0.8 -0.6 1.7
H -2.6380 -0.6112 -0.6289 1.1 -0.6 -0.3
H -1.4244 0.3974 -1.4119 -0.3 0.3 0.0
H -0.6267 -2.3176 -0.2953 0.5 2.0 -0.7
H 0.0089 -1.3702 -1.8075 -1.2 0.2 2.1
H 1.4848 -2.0195 1.2684 0.0 0.0 -0.4
```
Forces are in eV/Å.

As for the electronic energy: -9465.092 eV. For the orbital gap, the calculation gives 8.825 eV. The molar mass is 110.16 g mol⁻¹. The calculation puts the largest force on an atom at 4.67 eV/A. The SMILES is C=C1[C@H]2CCC[C@@]12O.


Molecular formula: C7H10O
Method: DFT, the ωB97M-V functional and the def2-TZVPD basis

The geometry in XYZ format:
```
18
Properties=species:S:1:pos:R:3:forces:R:3
C 2.1177 -0.5173 1.4980 -1.9 -0.1 -1.6
C 0.8449 0.4367 1.2484 2.6 0.0 0.2
C -0.3245 -0.2743 0.7172 3.1 -1.0 -1.3
C -1.6416 -0.1628 0.3091 -4.9 1.0 -2.0
C -1.8448 0.0815 -1.0253 0.9 -1.8 2.5
C -0.7225 0.1235 -2.0478 -0.7 1.4 0.4
O 0.6167 0.2859 -1.5126 0.4 -0.8 -0.2
C 0.3964 0.6887 -0.2158 -0.5 2.1 2.2
H 2.2100 -1.1752 0.5716 0.0 0.9 1.1
H 3.0806 -0.0444 1.6838 -0.3 0.3 0.0
H 1.8669 -1.1953 2.3000 0.1 -0.1 0.5
H 0.6520 1.2111 2.0158 0.6 0.0 -0.8
H 0.0201 -1.2650 0.4780 0.2 -0.7 -0.1
H -2.5067 -0.2991 0.9555 -0.1 0.1 0.0
H -2.8449 0.1392 -1.3598 -0.9 0.0 -0.7
H -0.7275 -0.7105 -2.7278 0.0 -0.5 -0.1
H -1.0134 1.0190 -2.6121 0.6 0.1 -0.5
H -0.1793 1.6584 -0.2761 0.7 -0.9 0.5
```
Forces are in eV/Å.

As for the electronic energy: -9464.189 eV. For the orbital gap, the calculation gives 9.748 eV. The molar mass is 110.16 g mol⁻¹. The calculation puts the largest force on an atom at 5.37 eV/A. The SMILES is C[C@@H]1[C@H]2C=CCO[C@H]12.


Molecular formula: C7H10O
Method: DFT, the ωB97M-V functional and the def2-TZVPD basis

The geometry in XYZ format:
```
18
Properties=species:S:1:pos:R:3:forces:R:3
C 1.5536 0.9384 -0.1394 1.7 1.7 -1.5
C 1.6641 -0.6471 -0.1557 -0.4 -0.7 -1.0
C 0.2714 -1.0508 0.5752 1.1 -2.8 -2.4
C 0.0489 0.9131 0.2037 -0.5 -0.8 -0.3
C -1.4873 1.2628 0.1951 2.1 1.3 -1.0
C -2.0077 -0.3012 -0.0296 4.3 1.6 0.1
C -1.1462 -1.3438 -0.1963 0.7 3.8 2.7
H 2.3560 1.5594 0.5128 -1.9 -1.6 -1.5
H 1.6055 1.1682 -1.2868 0.5 0.5 2.2
H 2.5425 -1.0591 0.3670 -0.5 0.3 0.2
H 1.7212 -1.1014 -1.2000 -0.1 0.9 1.0
H 0.5425 -1.9096 1.0736 0.1 -2.4 1.5
H -0.0109 0.3169 -0.7970 -1.0 0.8 1.8
H -1.8253 1.9849 1.0819 0.3 -2.1 -1.9
H -1.5148 1.8564 -0.8476 -0.9 -1.3 2.2
H -2.9567 -0.2601 -0.3251 -3.9 -0.6 -0.9
H -1.4871 -2.3036 -0.4296 -0.3 -1.3 -0.5
O 0.1303 -0.0234 1.3980 -1.3 2.5 -0.7
```
Forces are in eV/Å.

As for the electronic energy: -9462.094 eV. For the orbital gap, the calculation gives 10.125 eV. The molar mass is 110.16 g mol⁻¹. The calculation puts the largest force on an atom at 4.72 eV/A.


Molecular formula: C7H10O
Method: DFT, the ωB97M-V functional and the def2-TZVPD basis

The geometry in XYZ format:
```
18
Properties=species:S:1:pos:R:3:forces:R:3
O -2.0767 -2.2096 -1.1461 -0.2 -0.3 0.7
C -1.3303 -1.4457 -0.5739 0.1 -0.4 -2.3
C -0.6556 -0.4209 -1.5096 0.9 0.4 1.1
C -0.7292 1.0399 -0.9872 -1.9 -0.7 -0.6
C -0.4833 1.2086 0.4736 2.9 0.5 0.0
C 0.9093 0.9386 0.8979 -2.0 -1.4 0.1
C 1.6547 -0.2309 0.5784 1.6 0.2 -0.3
C 1.1838 -0.5976 1.8447 0.1 -0.1 0.1
H -1.2145 -1.5771 0.5013 0.4 0.6 0.3
H -1.1362 -0.6462 -2.4587 -0.2 0.7 0.0
H 0.4150 -0.5300 -1.7195 -0.1 -1.0 0.5
H -1.6881 1.4411 -1.3253 -0.1 0.2 0.4
H 0.0144 1.6329 -1.5009 0.3 0.2 -0.3
H -0.9718 2.0154 0.9948 0.0 0.5 -0.1
H 1.4138 1.8231 1.2715 -0.2 0.0 1.0
H 2.4315 -0.6449 -0.0588 -1.1 0.0 -0.7
H 0.4924 -1.4429 1.9900 0.5 -0.2 -0.1
H 1.7707 -0.3536 2.7280 -0.8 1.0 0.2
```
Forces are in eV/Å.

As for the electronic energy: -9461.250 eV. For the orbital gap, the calculation gives 5.791 eV. The molar mass is 110.16 g mol⁻¹. The calculation puts the largest force on an atom at 2.95 eV/A.


Molecular formula: C7H10O2
Method: DFT, the ωB97M-V functional and the def2-TZVPD basis

The geometry in XYZ format:
```
19
Properties=species:S:1:pos:R:3:forces:R:3
C -2.0455 -2.1676 -0.4640 -0.1 0.1 1.0
C -1.6850 -1.0899 -0.0521 0.1 -1.8 -1.2
C -1.2331 0.2491 0.0799 3.3 0.7 -1.1
C 0.3521 0.6018 -0.2572 -2.3 -2.5 -0.2
O 0.6118 0.1335 -1.6180 -1.1 -0.7 0.5
C 1.1964 -0.1680 0.7608 1.3 -2.3 -0.6
C 2.7643 0.0938 0.5007 -1.6 -0.9 -0.1
C -2.2299 1.2599 -0.0796 -2.3 3.5 -1.9
O -1.7245 0.9470 1.1565 -0.1 0.5 2.7
H -2.4395 -3.1622 -0.5529 0.2 0.3 -0.2
H 0.5862 1.6481 -0.2615 -0.5 0.7 0.1
H -0.0394 -0.5982 -1.8622 1.3 1.4 0.8
H 0.8845 -0.2364 1.8402 0.1 1.0 -1.1
H 0.9934 -1.2212 0.4020 0.4 0.7 0.6
H 2.9590 -0.4083 -0.4583 -0.1 1.0 -0.3
H 3.4691 -0.5194 1.1050 -0.7 1.0 0.5
H 2.8876 1.1980 0.4962 0.7 -0.9 0.0
H -1.9787 2.2712 -0.4871 0.4 -0.9 0.4
H -3.3288 1.1689 -0.2484 0.9 -1.0 0.2
```
Forces are in eV/Å.

As for the electronic energy: -11511.626 eV. For the orbital gap, the calculation gives 10.869 eV. The molar mass is 126.15 g mol⁻¹. The calculation puts the largest force on an atom at 4.64 eV/A. The SMILES is C#C[C@@]1([C@H](O)CC)CO1.


Molecular formula: C7H10O2
Method: DFT, the ωB97M-V functional and the def2-TZVPD basis

The geometry in XYZ format:
```
19
Properties=species:S:1:pos:R:3:forces:R:3
C -0.0982 -0.8198 1.2685 -5.1 -2.1 0.2
C 0.3080 -1.8067 0.0084 0.8 0.0 -2.7
C 0.2343 -0.5271 -1.0658 1.5 0.0 3.3
C 0.1456 1.3037 -0.0196 2.4 3.2 0.5
C -0.7084 0.5573 0.9413 -3.1 0.5 2.5
C -0.0895 1.6638 -1.5847 -5.0 6.8 5.9
C 0.2136 0.5701 -2.1006 0.2 -5.6 -7.5
H 1.8440 -0.9502 1.4490 -3.8 2.4 3.8
H -1.0202 -1.4277 1.7309 1.9 1.0 -0.2
H -0.2753 -2.5603 -0.6218 -0.2 0.5 2.2
H 1.3144 -2.3509 0.2502 -1.3 1.4 -0.6
H -0.7896 -0.2656 -0.7668 -0.1 -1.3 -0.1
H 0.4541 2.3014 0.5383 0.4 -2.1 -1.3
H -0.8659 1.0827 1.9579 1.2 -0.6 -1.3
H -1.7622 0.5476 0.7720 -1.1 -0.5 -1.1
H -0.9939 2.6989 -1.6096 3.7 -3.3 -1.0
H 0.1548 0.2380 -3.1422 0.0 0.7 0.0
O 0.8441 -0.4829 2.1942 6.2 -3.9 -2.7
O 1.0901 0.2277 -0.1996 1.4 3.0 0.1
```
Forces are in eV/Å.

As for the electronic energy: -11504.736 eV. For the orbital gap, the calculation gives 9.941 eV. The molar mass is 126.15 g mol⁻¹. The calculation puts the largest force on an atom at 10.27 eV/A.


Molecular formula: C7H11BCl3N5O3P
Method: DFT, the ωB97M-V functional and the def2-TZVPD basis

The geometry in XYZ format:
```
31
Properties=species:S:1:pos:R:3:forces:R:3
C -2.7497 -1.0028 0.4146 0.8 1.5 -0.8
B -1.4885 0.0484 0.7414 -2.3 0.5 1.6
O -1.7782 1.0766 1.7921 2.1 -3.0 -1.3
C -0.0488 -0.0282 -0.0664 6.0 0.8 -2.1
C 0.2938 -0.9703 -1.3585 0.5 0.8 0.7
N 1.5070 -1.1153 -2.1871 -2.9 1.6 3.3
N 2.5694 -0.3285 -1.8820 -3.3 1.3 4.3
N 3.7205 -0.4325 -2.6956 -0.5 -0.8 -0.8
C 2.4975 0.6028 -0.7196 -0.9 1.5 1.2
P 4.1235 1.6473 -0.4644 2.5 -0.4 -0.1
N 3.9095 3.0077 -1.6494 -2.5 -2.0 1.1
O 4.2691 2.2282 1.1623 -0.7 -0.5 -1.9
C 1.2883 0.9065 0.3199 -2.5 -4.4 -3.9
N 1.2582 1.8702 1.4820 -2.4 4.3 -5.6
C 0.7424 3.0744 0.9902 2.0 5.9 1.5
O 0.5692 4.4115 0.7923 1.1 -12.1 1.5
H -2.7410 -1.8206 1.2526 -0.3 1.4 -1.8
H -3.7393 -0.3515 0.4205 2.0 -1.6 0.2
H -2.6113 -1.4109 -0.6755 -0.5 0.2 2.2
H -1.2098 0.9211 2.6042 -0.7 0.6 -1.4
H -0.6162 -1.6725 -1.6909 2.6 1.7 0.6
H 4.3529 -1.1843 -2.3312 -0.8 0.9 -0.1
H 3.3810 -0.7479 -3.6540 0.4 0.5 1.6
H 2.8688 3.2113 -1.5724 1.6 0.4 -0.5
H 3.9884 2.5118 -2.5880 0.2 0.7 1.4
H 5.1347 1.9447 1.5783 -1.3 0.2 -1.2
C -5.9669 -3.2943 2.0897 -0.2 -0.1 -0.1
Cl -6.0535 -1.5943 1.5978 -0.1 -0.2 0.1
Cl -6.5496 -4.3483 0.7902 0.1 0.2 0.2
Cl -4.3100 -3.7265 2.5454 -0.1 0.0 0.1
H -6.6114 -3.4338 2.9614 0.2 0.1 -0.3
```
Forces are in eV/Å.

As for the electronic energy: -68546.694 eV. For the orbital gap, the calculation gives 6.282 eV. The molar mass is 361.34 g mol⁻¹. Its charge is +1. The calculation puts the largest force on an atom at 12.23 eV/A.


Molecular formula: C7H11Br9O8S2
Method: DFT, the ωB97M-V functional and the def2-TZVPD basis

The geometry in XYZ format:
```
37
Properties=species:S:1:pos:R:3:forces:R:3
C -3.7927 -1.6662 -3.0927 -3.2 1.9 -0.7
Br -4.5579 -2.3072 -4.7640 0.1 -0.5 -0.4
Br -2.0663 -1.0210 -3.3362 0.7 0.4 -0.1
Br -3.9985 -2.8702 -1.6900 0.1 -0.9 0.9
H -4.6034 -0.8559 -2.9270 2.2 -0.9 0.2
C 1.8026 1.7187 5.5218 -0.8 -0.9 0.7
Br 1.1655 0.1125 4.6529 0.2 -0.1 -0.2
Br 2.1233 3.0997 4.3039 0.2 0.8 -0.7
Br 3.3586 1.3724 6.6290 -0.4 0.1 -0.1
H 0.9170 1.9848 6.1085 0.8 0.2 0.2
C -1.3992 4.2177 -3.9128 -1.9 -0.5 1.8
Br -0.1858 5.6623 -3.9730 0.3 0.4 0.2
Br -0.7207 2.6524 -4.7250 0.5 -0.6 -0.1
Br -3.0745 4.6674 -4.8165 0.1 0.2 0.1
H -1.7332 3.9346 -2.8301 1.0 0.9 -2.4
C 1.8885 -4.5349 0.9692 -0.6 -0.7 0.5
C 2.8523 -3.3948 0.7422 2.0 -0.2 0.1
O 2.1794 -2.2037 1.1312 0.5 0.7 0.5
S 0.6577 -2.5433 1.3477 0.1 -0.3 0.6
O 0.1086 -2.6257 0.0640 -1.2 0.1 -1.7
O 0.0880 -1.7574 2.3595 -0.1 0.7 0.6
O 0.8862 -3.9994 1.8951 0.6 -0.6 -0.3
H 2.3551 -5.4053 1.4298 -0.2 0.1 0.0
H 1.4038 -4.7924 0.0322 -0.2 -0.2 0.1
H 3.0824 -3.3671 -0.3450 0.3 0.2 0.8
H 3.7772 -3.4807 1.4118 -1.2 0.2 -1.2
C 0.4354 2.0199 0.6379 -0.1 -1.0 0.4
C 0.6779 1.0663 -0.5795 0.3 -3.0 2.3
O -0.6065 0.5546 -1.0180 0.2 1.8 0.0
S -1.6944 1.6600 -0.6001 2.6 1.1 -0.3
O -2.8996 1.0047 -0.4455 -2.4 -1.0 0.5
O -1.5871 2.8328 -1.4288 0.1 -1.0 0.7
O -1.0380 2.0143 0.8172 1.0 0.2 -0.6
H 0.8886 3.0117 0.3931 -0.9 -0.6 0.5
H 0.8638 1.5717 1.5779 -0.6 0.7 -0.9
H 1.1938 0.0710 -0.2545 -0.5 2.1 -0.6
H 1.2519 1.5957 -1.2861 0.3 0.3 -1.5
```
Forces are in eV/Å.

As for the electronic energy: -675866.224 eV. For the orbital gap, the calculation gives 9.764 eV. The molar mass is 1006.43 g mol⁻¹. The calculation puts the largest force on an atom at 3.81 eV/A.


Q: electronic energy of number 7 (C7H10O)?
A: -9462.094 eV


Q: The lowest orbital gap belongs to which entry?
A: number 4


Q: Among the records above, which one has the highest orbital gap?
A: number 9


Q: Which of these has the highest electronic energy?
A: number 2